61
Properties=species:S:1:pos:R:3 method="wB97M-V/def2-TZVPD" de_lowest_kcal_mol=6.4 total_charge=+1 e_homo_ev=-10.571
C -3.7100 -2.1858 -0.7453
C -2.8722 -0.9744 -0.3308
C -1.8384 -0.6030 -1.3993
C -0.5419 -1.3318 -1.1566
N 0.5106 -0.6646 -0.8051
C 1.7311 -1.4098 -0.7491
C 1.5559 -2.8135 -0.2110
C 0.5729 -3.5216 -1.1055
N -0.5954 -2.6801 -1.2966
C -1.7638 -3.4101 -1.8262
C -2.9132 -3.4857 -0.8244
H -4.5171 -2.3333 -0.0168
H -4.1635 -2.0037 -1.7239
H -3.5293 -0.1037 -0.1436
H -2.3776 -1.1750 0.6394
H -2.1736 -0.8406 -2.4177
H -1.6237 0.4695 -1.3649
H 2.1069 -1.4680 -1.7939
H 2.4785 -0.8534 -0.1645
H 2.5230 -3.3445 -0.2293
H 1.2044 -2.7676 0.8318
H 1.0445 -3.7191 -2.0904
H 0.2457 -4.4676 -0.6899
H -2.0923 -2.9592 -2.7877
H -1.3957 -4.4315 -2.0251
H -2.5239 -3.7633 0.1701
H -3.5656 -4.3084 -1.1379
C -1.7518 3.6383 -0.2599
C -1.0591 2.7068 0.6391
N -1.3477 2.6039 1.9729
C -2.4546 3.3006 2.6325
C -0.3951 1.7997 2.6183
C 0.5246 1.3598 1.6432
C 1.5895 0.5365 2.0255
C 1.6249 0.0514 3.3305
C 0.6668 0.4346 4.2783
C -0.3706 1.3461 3.9363
C 0.0836 1.8691 0.3539
C 0.6242 1.3951 -0.8782
C 2.0468 1.5596 -1.2115
C 3.0184 2.0411 -0.2971
C 4.3777 1.8325 -0.5510
C 4.8065 1.1894 -1.7266
C 3.8539 0.8350 -2.7009
C 2.5093 1.0740 -2.4674
H -1.2188 3.6950 -1.2145
H -2.7672 3.2816 -0.4617
H -1.8258 4.6658 0.1298
H -2.5118 2.9996 3.6922
H -2.3007 4.3920 2.5859
H -3.4177 3.0516 2.1620
H 2.3581 0.3347 1.2935
H 2.4284 -0.6419 3.6055
H 0.7071 0.0546 5.2973
H -1.1309 1.6867 4.6488
H -0.0581 1.1837 -1.7185
H 2.6870 2.5741 0.5971
H 5.1143 2.1357 0.2006
H 5.8639 0.9446 -1.8711
H 4.1739 0.3368 -3.6265
H 1.7748 0.8820 -3.2638

=====

67
Properties=species:S:1:pos:R:3 method="wB97M-V/def2-TZVPD" de_lowest_kcal_mol=0.0 spin_multiplicity=5 total_charge=+3 e_homo_ev="-16.380 / -16.674"
Os 0.8231 -1.3808 -0.5580
C 0.0817 -3.6101 3.0070
C 0.0556 -3.0442 1.6456
N 0.8271 -2.0985 1.3072
N 1.8367 -1.7184 2.2213
C 2.8740 -1.1314 1.6414
N 3.8902 -0.7716 2.3890
S 3.0379 -0.7489 -0.0229
C -0.7807 -3.5695 0.5264
C -1.6521 -4.5868 0.6650
C -2.2885 -5.1194 -0.5028
C -1.9530 -4.5360 -1.7116
C -1.0135 -3.5403 -1.8020
N -0.4646 -2.9942 -0.7297
H -0.6788 -3.1014 3.6102
H 1.0558 -3.5075 3.5158
H -0.1579 -4.6991 2.9793
H 1.5432 -1.4772 3.1254
H 3.8897 -1.0263 3.3679
H 4.6224 -0.2470 1.9496
H -1.8402 -5.0216 1.6207
H -2.9130 -5.9680 -0.3860
H -2.3389 -4.9325 -2.6176
H -0.7691 -3.1392 -2.8120
C 3.0155 -1.9076 -4.7146
C 2.1641 -1.7695 -3.5408
N 1.5977 -1.6977 -2.5561
H 2.5066 -2.6467 -5.3743
H 4.0486 -2.3165 -4.4642
H 3.0968 -0.9418 -5.2093
C -2.4927 2.5484 -2.7027
C -2.5174 2.4037 -1.1418
C -2.5963 3.6773 -0.2869
C -3.5750 1.4156 -0.7552
Si -0.6910 1.4332 -0.3367
O -0.6978 -0.0491 -1.0694
C -0.7853 1.1976 1.5210
C -1.5259 0.2302 2.1903
C -1.2671 -0.1072 3.5098
C -0.2789 0.5587 4.2730
C 0.3824 1.5545 3.6177
C 0.1941 1.8373 2.2385
C 0.5937 2.5693 -0.8530
C 1.5349 2.2348 -1.8433
C 2.6351 3.0305 -2.1590
C 2.9419 4.1589 -1.4340
C 1.9715 4.4999 -0.4472
C 0.8424 3.7518 -0.1962
H -3.5364 2.9943 -2.8208
H -2.3431 1.6151 -3.2809
H -1.7489 3.2572 -3.0695
H -3.6873 3.7269 -0.2269
H -2.2590 4.6102 -0.8244
H -2.1335 3.7329 0.6650
H -4.4250 2.1708 -0.8104
H -3.7342 1.1111 0.3268
H -3.7726 0.5918 -1.4171
H -2.2779 -0.2852 1.6100
H -1.7975 -0.8894 4.0257
H -0.0521 0.4434 5.3419
H 1.1943 2.1291 4.0741
H 0.8498 2.5934 1.8450
H 1.4550 1.4067 -2.4627
H 3.3074 2.6839 -2.9550
H 3.7769 4.8790 -1.5264
H 2.1236 5.4071 0.1130
H 0.2751 4.1261 0.6978

=====

70
Properties=species:S:1:pos:R:3 method="wB97M-V/def2-TZVPD" de_lowest_kcal_mol=0.0 total_charge=-2 e_homo_ev=-1.003
Tl 0.2556 -0.9160 -2.3384
N 2.0890 4.9970 0.6069
C 3.1423 4.1137 0.8807
C 3.4086 3.6742 2.1764
C 4.3959 2.7250 2.4147
C 5.1402 2.2188 1.3606
C 4.9195 2.6962 0.0725
C 3.9381 3.6421 -0.1676
S 6.2578 0.8469 1.5781
O 7.2863 1.0167 0.5736
O 6.7057 0.8690 2.9544
N 5.3633 -0.3816 1.1256
C 4.3575 -0.8735 1.8618
N 3.5019 -1.7077 1.1933
C 2.5491 -2.2898 1.8869
C 2.3712 -2.1073 3.2575
C 3.2263 -1.1854 3.8337
N 4.1828 -0.5518 3.1731
H 1.3773 4.9674 1.3231
H 1.6553 4.7862 -0.2901
H 2.7981 4.0374 2.9968
H 4.5765 2.3391 3.4095
H 5.5098 2.2919 -0.7395
H 3.7351 3.9771 -1.1774
H 1.8625 -2.9164 1.3211
H 1.5854 -2.6020 3.8105
H 3.1245 -0.9191 4.8849
C -2.0309 1.3059 0.2124
N -0.6385 1.3239 0.6278
C -0.1047 0.6109 1.6907
C 1.2304 0.7868 1.6656
N 1.4927 1.5968 0.5851
C 0.3530 1.9510 -0.0482
S 0.2063 2.9943 -1.3697
H -2.6321 0.9590 1.0509
H -2.1495 0.6183 -0.6302
H -2.3274 2.3121 -0.0779
H -0.7211 0.0143 2.3364
H 2.0114 0.4085 2.2981
H 2.4063 1.8985 0.2783
C -3.0256 -0.6431 -4.7419
C -3.7921 0.0090 -3.5870
C -3.1236 1.3122 -3.1408
C -4.0854 -0.9623 -2.4559
C -5.4157 -1.2774 -2.2357
C -5.8324 -2.1791 -1.2620
C -4.8391 -2.7874 -0.5015
C -3.4909 -2.5207 -0.6690
C -2.5257 -3.2943 0.2117
C -1.7033 -2.3963 1.1329
C -1.6214 -4.2369 -0.5870
C -3.0262 -1.5615 -1.6602
N -1.7488 -1.2341 -1.8040
H -2.9354 0.0485 -5.5868
H -3.5429 -1.5427 -5.0845
H -2.0277 -0.9311 -4.4180
H -4.7730 0.2909 -3.9921
H -2.1230 1.1324 -2.7514
H -3.7102 1.7948 -2.3543
H -3.0472 2.0101 -3.9819
H -6.1644 -0.7925 -2.8603
H -6.8814 -2.4036 -1.1091
H -5.1251 -3.5116 0.2598
H -3.1489 -3.9275 0.8567
H -1.0755 -1.7379 0.5358
H -1.0650 -2.9900 1.7974
H -2.3652 -1.7817 1.7518
H -0.9936 -3.6639 -1.2673
H -2.2231 -4.9308 -1.1791
H -0.9793 -4.8202 0.0819

=====

66
Properties=species:S:1:pos:R:3 method="wB97M-V/def2-TZVPD" spin_multiplicity=5 e_homo_ev="-6.303 / -8.208"
O 1.2830 -0.3344 -2.9846
C 1.5773 0.8934 -3.8192
C 0.9887 0.3030 -5.1124
H 2.6775 1.1169 -3.8801
H 0.9941 1.8117 -3.5714
C 0.9387 -0.9785 -4.2648
H 1.7492 0.2348 -5.8993
H 0.0391 0.7367 -5.4522
C 2.0709 -1.8389 -4.8544
H 3.0163 -1.3124 -4.6536
H 1.8416 -1.9461 -5.9359
H 2.1342 -2.8047 -4.3589
C -0.3953 -1.6591 -4.1727
H -1.1646 -1.0953 -3.6358
H -0.2826 -2.6024 -3.6456
H -0.7687 -1.8926 -5.1728
Rh 1.4885 -0.7596 -0.2444
C -2.9837 -0.7899 2.5081
C -2.9457 0.6447 2.7287
C -3.1371 1.2639 1.4638
H -2.8164 1.2055 3.6661
C -3.5484 0.2291 0.5452
C -3.3574 -1.0237 1.1662
H -3.4978 -1.9711 0.6900
H -2.7669 -1.5374 3.2407
H -2.9491 2.3270 1.2124
H -3.9783 0.4196 -0.4311
C 0.7952 -2.0387 1.1226
C 0.4897 -2.5142 -0.2258
C 1.7365 -2.5884 -0.9613
H -0.5688 -2.6645 -0.5342
C 2.8031 -2.3203 -0.0435
C 2.2349 -1.9462 1.2187
H 2.7434 -1.6755 2.1627
H 0.0200 -1.7807 1.8376
H 1.8046 -2.7321 -2.0004
H 3.8672 -2.4856 -0.1234
O -0.4499 1.2676 -1.4766
C -1.8132 0.7665 -1.9069
C -2.7938 1.9929 -2.2041
H -2.2553 0.1208 -1.1260
H -1.6845 0.1779 -2.8894
C -1.6287 3.0291 -2.4084
H -3.4252 2.3227 -1.3469
H -3.4690 1.9242 -3.0786
C -0.6819 2.7206 -1.2167
H -1.9699 4.0632 -2.4384
H -1.1079 2.7547 -3.3528
H -1.1545 2.8671 -0.1958
H 0.3464 3.1362 -1.1549
O 4.1617 1.9048 4.5449
S 3.5040 0.6596 4.1889
O 4.1941 -0.6117 4.2609
N 2.7926 0.7330 2.6625
C 1.4728 0.7475 2.7300
S 0.6163 1.0232 1.2738
C 0.8830 0.5529 4.0780
C -0.4031 0.2369 4.4825
C -0.7119 0.0486 5.8222
C 0.2738 0.1895 6.8064
C 1.6062 0.4550 6.4367
C 1.8728 0.5664 5.0635
H -1.1121 0.0819 3.6960
H -1.7036 -0.2196 6.1283
H 0.0769 0.0321 7.8696
H 2.4312 0.5622 7.1665